This record from the OMol25 dataset describes 2 unconnected molecules or ions with the total composition C5H12FNPS at a distorted geometry. The level of theory is wB97M-V/def2-TZVPD.

Geometry as XYZ:
```
21
C5H12FNPS, DFT wB97M-V/def2-TZVPD
C 2.01 0.28 0.03
C 1.24 -0.64 -0.87
C -1.00 1.86 -0.08
C 0.01 -1.45 -0.55
C -1.14 -0.47 -0.78
N -1.29 0.49 0.37
F -0.06 -0.35 2.69
P 2.74 -1.41 -0.15
S 0.50 -1.91 2.87
H 2.57 1.07 -0.36
H 1.71 0.71 1.09
H 1.36 -0.52 -1.98
H -0.61 2.41 0.85
H -0.11 1.84 -0.84
H -1.92 2.29 -0.67
H 0.11 -1.79 0.42
H -0.28 -2.23 -1.32
H -0.84 0.06 -1.80
H -2.07 -1.16 -0.96
H -0.72 0.36 1.19
H -2.21 0.58 0.86
```

Results
electronic energy = -29698.6404 eV
HOMO (spin up / spin down) = -11.571 / -11.572 eV
total charge = +1



This record from the OMol25 dataset describes a molecular structure, C4H7CuFO2 at a distorted geometry. The level of theory is wB97M-V/def2-TZVPD.

Geometry as XYZ:
```
15
C4H7CuFO2, DFT wB97M-V/def2-TZVPD
C 2.44 0.05 0.50
O 1.26 -0.50 -0.19
C 0.33 0.60 -0.62
O 0.71 1.88 -0.65
C -1.20 0.07 -1.01
C -2.14 0.03 0.34
F -2.00 -1.31 1.02
H 3.05 0.81 -0.17
H 3.15 -0.88 0.73
H 2.18 0.55 1.55
H -1.67 0.65 -1.91
H -1.09 -1.07 -1.36
H -1.88 0.85 1.14
H -3.27 0.10 -0.05
Cu 0.13 -1.83 0.69
```

Results
electronic energy = -55687.7822 eV
HOMO (spin up / spin down) = -21.083 / -20.245 eV
spin multiplicity = 2
total charge = +2